(1)
{
  "formula": "C19H60BrFNO13",
  "method": "the ωB97M-V functional and the def2-TZVPD basis",
  "e_homo_ev": -11.810,
  "total_charge": 1,
  "symbols": ["F", "C", "C", "C", "Br", "N", "C", "C", "C", "C", "O", "H", "H", "H", "H", "H", "H", "H", "H", "H", "H", "H", "H", "C", "O", "H", "H", "H", "H", "C", "O", "H", "H", "H", "H", "C", "O", "H", "H", "H", "H", "C", "O", "H", "H", "H", "H", "C", "O", "H", "H", "H", "H", "C", "O", "H", "H", "H", "H", "C", "O", "H", "H", "H", "H", "C", "O", "H", "H", "H", "H", "C", "O", "H", "H", "H", "H", "C", "O", "H", "H", "H", "H", "C", "O", "H", "H", "H", "H", "C", "O", "H", "H", "H", "H"],
  "positions_angstrom": [[1.473, 2.619, -0.447], [0.896, 1.358, -0.546], [1.955, 0.353, -0.927], [2.082, 0.516, -2.444], [3.773, 0.910, -3.171], [1.037, 1.550, -2.787], [-0.027, 1.326, -1.731], [-1.237, 2.225, -1.812], [-2.448, 1.654, -1.083], [-3.052, 0.448, -1.534], [-2.270, 0.523, -0.307], [0.341, 1.162, 0.357], [2.886, 0.519, -0.418], [1.536, -0.605, -0.661], [1.777, -0.410, -2.903], [1.485, 2.457, -2.637], [0.744, 1.561, -3.761], [-0.272, 0.283, -1.854], [-1.005, 3.158, -1.317], [-1.547, 2.396, -2.833], [-3.125, 2.400, -0.702], [-2.489, -0.166, -2.213], [-4.080, 0.243, -1.313], [2.944, 1.259, 3.010], [2.977, 0.302, 1.952], [3.505, 2.133, 2.693], [1.917, 1.554, 3.235], [3.410, 0.845, 3.908], [2.493, -0.480, 2.237], [0.249, -3.023, -0.280], [-0.059, -1.896, -1.118], [0.924, -3.672, -0.826], [0.752, -2.689, 0.627], [-0.657, -3.576, -0.025], [-0.661, -1.338, -0.615], [-4.414, 5.148, 0.426], [-4.632, 4.090, -0.514], [-3.674, 5.812, -0.010], [-5.330, 5.712, 0.609], [-4.031, 4.768, 1.376], [-5.296, 3.504, -0.146], [0.080, -0.112, 5.101], [0.146, -1.013, 3.992], [0.629, 0.777, 4.810], [-0.952, 0.170, 5.321], [0.538, -0.538, 5.995], [-0.344, -1.803, 4.225], [2.918, -3.158, 2.786], [3.042, -3.368, 1.377], [1.906, -2.803, 2.974], [3.086, -4.073, 3.358], [3.632, -2.401, 3.111], [3.929, -3.683, 1.186], [0.156, 6.100, -1.771], [0.030, 5.073, -0.791], [-0.657, 6.802, -1.611], [1.102, 6.637, -1.674], [0.072, 5.706, -2.791], [0.740, 4.432, -0.904], [-6.327, 1.530, -2.972], [-6.337, 0.234, -2.355], [-5.541, 2.111, -2.493], [-6.120, 1.455, -4.039], [-7.280, 2.039, -2.835], [-7.031, -0.270, -2.784], [-7.530, 0.820, -6.660], [-8.242, 1.626, -5.724], [-6.489, 1.133, -6.624], [-7.586, -0.243, -6.408], [-7.898, 0.962, -7.678], [-9.162, 1.362, -5.755], [6.016, -0.968, 4.895], [4.750, -1.575, 5.162], [6.164, -0.977, 3.819], [6.041, 0.067, 5.244], [6.823, -1.529, 5.370], [4.613, -1.572, 6.111], [3.902, -5.984, -1.207], [4.439, -5.870, 0.108], [4.458, -5.295, -1.837], [4.021, -6.995, -1.603], [2.844, -5.711, -1.233], [3.957, -6.473, 0.676], [-5.607, -1.843, -0.021], [-6.296, -3.049, 0.303], [-5.304, -1.391, 0.921], [-4.712, -2.058, -0.617], [-6.244, -1.144, -0.566], [-6.570, -3.468, -0.513], [8.854, -2.389, 2.493], [9.404, -2.166, 3.788], [9.393, -1.765, 1.786], [8.968, -3.435, 2.197], [7.794, -2.120, 2.459], [8.927, -2.725, 4.402]],
  "mulliken_charge": [-0.4908, -0.1904, -0.1496, -0.5343, -0.0227, 0.0187, -0.0654, -0.9868, 0.3972, -1.0111, -0.5030, 0.6814, 0.7231, -0.2209, 0.4252, 0.5262, 0.3379, 0.2047, 0.1779, 0.3833, 0.6113, 0.1944, 0.5038, -0.6446, -0.2389, 0.3616, 0.1585, 0.2123, 0.1157, -0.4156, -0.4978, 0.0641, 0.0961, 0.3771, 0.2901, -0.6413, -0.4332, 0.1860, 0.3043, 0.2805, 0.2763, -0.5271, -0.3862, 0.1338, 0.2964, 0.2665, 0.2466, -0.4092, -0.3722, 0.1111, 0.3343, 0.1417, 0.2109, -0.6408, -0.4289, 0.2337, 0.3181, 0.2616, 0.2704, -0.2744, -0.4758, 0.0731, 0.0719, 0.3101, 0.2770, -0.5939, -0.4790, 0.2264, 0.2670, 0.3133, 0.2887, -0.4228, -0.4795, 0.0849, 0.3094, 0.2573, 0.2644, -0.5260, -0.4726, 0.2215, 0.3273, 0.1821, 0.2819, -0.3930, -0.5480, 0.2556, 0.2038, 0.2162, 0.3010, -0.3363, -0.4919, 0.2306, 0.2635, 0.0583, 0.2859]
}

***

(2)
{
  "formula": "C19H60N8O11",
  "method": "the ωB97M-V functional and the def2-TZVPD basis",
  "e_homo_ev": -8.713,
  "symbols": ["C", "O", "H", "H", "H", "H", "C", "O", "H", "H", "H", "H", "C", "O", "H", "H", "H", "H", "C", "O", "N", "N", "H", "H", "H", "H", "C", "O", "N", "N", "H", "H", "H", "H", "C", "O", "N", "N", "H", "H", "H", "H", "C", "O", "N", "N", "H", "H", "H", "H", "C", "C", "C", "O", "H", "H", "H", "H", "H", "H", "H", "H", "C", "C", "C", "O", "H", "H", "H", "H", "H", "H", "H", "H", "C", "C", "C", "O", "H", "H", "H", "H", "H", "H", "H", "H", "C", "C", "C", "O", "H", "H", "H", "H", "H", "H", "H", "H"],
  "positions_angstrom": [[-3.781, 1.148, -1.308], [-5.116, 0.803, -1.337], [-3.416, 1.250, -2.384], [-3.338, 0.200, -0.857], [-3.582, 1.977, -0.639], [-5.538, 1.400, -1.978], [-1.427, -2.462, 2.544], [-2.336, -1.960, 1.568], [-0.660, -3.035, 2.030], [-1.924, -3.195, 3.231], [-0.847, -1.704, 3.044], [-1.959, -2.204, 0.730], [2.735, 3.256, 1.213], [3.141, 3.675, 2.505], [2.178, 4.051, 0.678], [1.866, 2.631, 1.450], [3.552, 2.688, 0.714], [2.410, 3.665, 3.060], [3.130, -0.894, 1.969], [3.784, -2.054, 1.665], [3.417, 0.219, 1.416], [2.123, -0.811, 2.841], [4.211, 0.213, 0.703], [3.155, 1.161, 1.761], [1.792, -1.746, 3.123], [1.901, 0.056, 3.339], [-1.864, -3.462, -1.152], [-1.254, -4.692, -1.430], [-3.182, -3.447, -0.988], [-1.207, -2.383, -0.869], [-3.635, -4.286, -1.213], [-3.765, -2.563, -0.888], [-0.190, -2.443, -1.020], [-1.635, -1.429, -0.769], [0.063, 0.370, 0.030], [-1.024, 0.758, -0.706], [1.296, 0.637, -0.335], [-0.080, -0.225, 1.158], [1.462, 1.270, -1.157], [2.125, 0.397, 0.309], [-0.979, -0.508, 1.346], [0.682, -0.645, 1.722], [0.324, 2.123, 3.996], [1.536, 1.522, 3.987], [-0.440, 1.861, 2.974], [-0.266, 2.834, 4.910], [-0.175, 1.020, 2.460], [-1.069, 2.612, 2.553], [0.248, 3.026, 5.815], [-1.144, 3.273, 4.781], [-3.545, 0.946, 2.170], [-3.500, 0.454, 3.584], [-4.436, -0.733, 3.797], [-2.326, 0.148, 3.978], [-4.590, 0.862, 1.890], [-3.020, 0.482, 1.311], [-3.323, 2.017, 2.353], [-3.668, 1.401, 4.183], [-5.495, -0.530, 3.614], [-4.406, -1.100, 4.874], [-3.970, -1.668, 3.370], [-1.752, 0.848, 3.611], [1.514, -3.267, 0.116], [1.982, -2.500, -1.064], [2.298, -3.443, -2.163], [1.189, -1.751, -1.596], [0.653, -3.960, -0.074], [1.133, -2.495, 0.830], [2.288, -3.982, 0.514], [2.929, -1.935, -0.921], [2.633, -2.927, -3.080], [1.389, -3.920, -2.476], [3.069, -4.253, -1.875], [1.288, -0.915, -1.145], [-0.092, 0.899, -4.364], [-0.386, -0.600, -4.414], [-1.715, -0.859, -3.725], [-0.478, -1.016, -5.626], [-0.893, 1.439, -4.821], [0.819, 1.092, -4.982], [0.011, 1.270, -3.396], [0.383, -1.104, -3.863], [-2.581, -0.638, -4.271], [-1.761, -0.325, -2.797], [-1.845, -1.872, -3.325], [0.297, -1.025, -6.099], [3.924, 3.575, -2.305], [2.788, 2.690, -2.776], [3.220, 1.243, -2.834], [1.865, 2.792, -1.976], [4.224, 3.156, -1.400], [3.804, 4.645, -2.077], [4.786, 3.700, -2.937], [2.405, 2.924, -3.803], [3.669, 0.869, -1.921], [3.837, 0.957, -3.649], [2.322, 0.702, -3.073], [1.774, 3.746, -1.949]],
  "mulliken_charge": [-0.1575, -0.5417, 0.3082, -0.2379, 0.1905, 0.3430, -0.9238, -0.3705, 0.2258, 0.3172, 0.1605, 0.5208, -0.1874, -0.5327, 0.2374, -0.2820, 0.3100, 0.3242, 0.2412, -0.6942, -0.2633, -0.3251, 0.2361, 0.3747, 0.2240, 0.3651, 0.3052, -0.7942, -0.2006, 1.4979, 0.2802, 0.1864, -0.6254, -0.4637, -0.8597, -0.6896, 2.5907, 4.0592, -1.3274, -0.6198, -1.4643, -1.2497, 0.5121, -0.8235, 0.0632, -0.2799, -0.3251, 0.3723, 0.3220, 0.1827, -1.0405, 0.7728, -1.4473, -0.5130, 0.4466, -0.0004, 0.3456, 0.2342, 0.4132, 0.3476, 0.1555, 0.3788, -1.3226, 1.2488, -1.7490, -0.1490, 0.5118, -0.1134, 0.4178, 0.3291, 0.3058, 0.3421, 0.3138, -0.4974, -1.4660, 1.6216, -1.0518, -0.5863, 0.4855, 0.3096, 0.1616, -0.4773, 0.6312, -0.2737, 0.1962, 0.4024, -1.3463, 0.5848, -1.0707, -0.6026, 0.3062, 0.4138, 0.3911, 0.1883, 0.0776, 0.4895, -0.0667, 0.4400]
}

***

Q: Which formula does entry 2 have?
A: C19H60N8O11